[1]
6
Properties=species:S:1:pos:R:3:forces:R:3:lowdin_charge:R:1 method="wB97M-V/def2-TZVPD" orbital_gap_ha=0.334 lumo_ha=-0.0265 homo_ev=-9.821 e_tot_ha=-611.3144 de_lowest_ev=1.593
C -0.4575 0.0153 -0.2539 3.2 -0.4 0.5 -0.54
O 0.7284 -0.8502 0.2300 -3.4 0.6 -0.7 -0.75
F -1.1826 -0.6837 -1.0971 0.2 -0.3 0.0 0.13
F -1.2820 0.4104 0.7581 1.3 -0.3 -1.0 0.06
I 1.9832 0.3220 1.1232 0.8 0.3 0.6 0.99
H 0.2105 0.7862 -0.7603 -2.1 0.0 0.5 0.11

[2]
16
Properties=species:S:1:pos:R:3:forces:R:3:lowdin_charge:R:1 method="wB97M-V/def2-TZVPD" orbital_gap_ha=0.369 lumo_ha=0.0377 homo_ev=-9.022 e_tot_ha=-322.0341 de_lowest_ev=1.532
C 0.5118 0.2831 1.7448 -0.1 0.0 0.2 -0.08
C -0.2392 -0.3755 -0.7339 -0.8 0.7 1.8 -0.70
N -1.5479 -0.4413 -1.2755 -0.9 -0.4 -1.0 0.10
N 0.2578 -1.6638 -0.4440 0.2 -1.3 0.0 0.11
C 0.8470 1.2904 -0.5945 -0.8 -0.5 0.3 -0.08
C -0.0905 0.6911 0.4131 0.5 0.5 1.0 -0.28
N 0.6782 0.4039 -1.5083 1.6 1.8 -2.0 0.13
H -1.8623 0.4516 -1.6393 0.2 -0.1 0.1 0.08
H -2.2322 -0.7664 -0.6011 0.2 0.0 0.0 0.09
H -0.0475 -2.3059 -1.1723 -0.1 0.1 0.1 0.08
H 1.2727 -1.6670 -0.5119 -0.1 0.1 0.2 0.08
H 1.4284 2.2167 -0.5359 0.1 -0.4 -0.5 0.12
H -0.9647 1.3374 0.5760 -0.1 -0.4 0.0 0.13
H 1.4374 -0.2877 1.6219 -0.1 0.0 0.0 0.07
H 0.7438 1.1669 2.3487 0.0 -0.1 0.0 0.07
H -0.1929 -0.3336 2.3122 0.1 0.0 -0.1 0.08

[3]
16
Properties=species:S:1:pos:R:3:forces:R:3:lowdin_charge:R:1 method="wB97M-V/def2-TZVPD" orbital_gap_ha=0.477 lumo_ha=0.0443 homo_ev=-11.781 e_tot_ha=-159.5775 de_lowest_ev=0.203
C 0.8833 0.0236 1.8038 0.7 0.7 0.2 -0.17
C 1.9401 -0.4129 0.7729 -0.3 -0.8 0.5 -0.16
H -0.0488 -0.5268 1.8372 0.0 -0.2 -0.3 0.05
H 1.3251 -0.0025 2.8013 -0.1 -0.3 0.1 0.06
H 0.6676 1.0799 1.6644 -0.3 0.1 -0.1 0.06
H 2.9190 -0.3743 1.2490 0.1 0.1 -0.2 0.06
H 1.9530 0.1808 -0.1322 -0.1 0.2 -0.1 0.05
H 1.7898 -1.4554 0.4827 0.0 0.1 -0.1 0.06
C -1.1928 0.9072 -1.5051 -0.1 -0.4 0.2 -0.16
C -1.6615 -0.4850 -1.0640 0.3 0.1 -0.6 -0.16
H -1.8810 1.6805 -1.1842 -0.3 0.1 0.0 0.06
H -0.2520 1.1366 -1.0080 0.2 0.0 -0.3 0.04
H -1.0747 0.9743 -2.5829 0.1 0.1 -0.1 0.06
H -1.2149 -1.2845 -1.6612 0.4 0.1 0.2 0.06
H -1.3673 -0.6074 -0.0302 -0.3 -0.4 0.2 0.04
H -2.7225 -0.6457 -1.2133 -0.3 0.2 0.3 0.06